Formula: C27H30N3O2S
Source: the OMol25 dataset
Level of theory: wB97M-V/def2-TZVPD

Element x y z (Å)
C -3.549 -1.364 -2.009
H -2.809 -1.069 -2.757
H -3.029 -1.746 -1.129
H -4.199 -2.136 -2.416
O -4.401 -0.290 -1.680
C -3.891 0.847 -1.185
C -4.809 1.865 -0.920
C -4.425 3.093 -0.415
C -3.096 3.374 -0.146
C -2.178 2.376 -0.395
C -2.535 1.105 -0.910
N -1.481 0.251 -1.073
C -0.381 0.764 -0.693
N 0.873 0.153 -0.781
C 1.338 -0.778 0.076
O 2.514 -1.155 -0.010
C 0.438 -1.351 1.141
C -0.340 -0.268 1.866
C 0.379 0.692 2.571
C -0.272 1.707 3.247
C -1.655 1.772 3.230
C -2.379 0.810 2.547
C -1.727 -0.209 1.873
H -2.301 -0.954 1.344
H -3.458 0.851 2.533
H -2.167 2.566 3.752
H 0.299 2.446 3.789
H 1.460 0.638 2.593
C -0.414 -2.488 0.607
C -0.524 -2.784 -0.743
C -1.289 -3.862 -1.160
C -1.955 -4.647 -0.237
C -1.849 -4.356 1.113
C -1.076 -3.289 1.532
H -0.987 -3.069 2.586
H -2.361 -4.964 1.842
H -2.551 -5.485 -0.566
H -1.362 -4.085 -2.214
H -0.019 -2.184 -1.483
H 1.126 -1.801 1.872
C 1.698 0.592 -1.904
H 1.009 0.858 -2.707
H 2.288 -0.267 -2.237
C 2.609 1.791 -1.576
H 2.490 2.551 -2.348
C 4.093 1.434 -1.524
N 4.432 0.518 -0.414
C 5.677 -0.217 -0.671
H 5.880 -0.894 0.156
H 5.583 -0.807 -1.580
H 6.513 0.474 -0.778
C 4.503 1.217 0.876
H 3.579 1.758 1.066
H 4.652 0.494 1.676
H 5.334 1.923 0.878
H 3.627 -0.219 -0.330
H 4.370 0.949 -2.463
H 4.690 2.344 -1.423
H 2.281 2.246 -0.640
S -0.462 2.447 -0.135
H -2.786 4.328 0.245
H -5.174 3.846 -0.229
H -5.846 1.657 -1.129

SMILES string = COc1cccc2sc(N(CCC[NH+](C)C)C(=O)C(c3ccccc3)c3ccccc3)nc12
Multiplicity = 1
Charge = +1
Frontier orbital gap = 0.30270 Ha

natural (NBO) population analysis, charges in e, atoms 1 to 8: -0.247 0.183 0.188 0.200 -0.486 0.406 -0.285 -0.159